The following is a quantum chemistry calculation of a structure of composition C45H39N5O3PTi in a non-equilibrium geometry, from OMol25.

Each line ends with the Mulliken charge.
CARTESIAN COORDINATES (ANGSTROEM)
P -0.03 -2.53 0.61  0.937
C 3.79 0.57 -2.82  1.206
C 2.86 1.33 -0.75  -0.740
C 2.15 -4.57 -2.15  -0.644
C 1.73 -3.14 2.85  -0.599
O 0.34 0.93 1.91  -0.021
C -1.38 2.40 -4.22  -0.386
C -3.81 -5.20 0.26  -0.558
Ti 0.02 0.79 0.02  0.903
N -0.33 -1.01 0.15  0.075
C 1.44 0.47 -2.45  -0.993
C 3.94 1.14 -1.53  -0.684
C -1.50 -3.61 0.55  0.456
C 1.32 4.18 3.35  -1.136
H -3.17 -6.19 2.03  0.367
C -3.61 0.65 2.17  -0.177
H -1.13 -4.85 2.26  0.502
H -5.11 -0.78 -0.55  0.336
C 3.60 -3.03 -1.05  -0.860
C -3.72 1.99 1.78  0.745
C -2.33 -3.49 -0.58  -0.423
H 1.30 -2.56 6.17  0.404
H -1.41 -1.93 2.88  0.311
H 0.17 4.87 1.08  0.224
H -0.89 -1.77 5.28  0.407
N -0.20 3.02 0.14  1.517
C 2.51 0.37 -3.30  -0.669
H -3.98 -1.40 1.61  0.372
H -4.08 -4.10 -1.56  0.485
H 0.43 0.24 -2.76  0.671
H 4.15 -4.27 -2.75  0.451
H -0.84 5.35 -2.59  0.508
H 2.75 -1.86 0.53  0.481
C 2.11 2.36 4.74  -0.550
H 2.43 4.48 5.15  0.353
C 1.48 1.43 3.90  -0.307
C 0.76 3.25 2.41  1.274
C -0.97 4.68 -3.41  -0.244
C 2.00 -3.10 4.20  -0.538
C -4.88 1.32 -0.22  -0.665
C -2.94 -5.42 1.30  -0.594
H 2.30 -0.03 -4.30  0.174
H -1.43 2.16 -6.33  0.360
O -1.17 1.49 -1.51  -1.114
C -0.99 2.74 -1.85  0.647
H -2.73 3.87 2.12  0.286
H 2.64 2.02 5.62  0.430
C -1.78 -4.66 1.45  -0.551
H 4.90 1.40 -1.16  0.555
C -4.73 -0.01 0.15  -0.346
H -1.13 4.56 -6.81  0.391
C 1.08 -2.60 5.11  -0.794
H -2.07 -2.79 -1.38  0.343
H 4.59 -2.58 -0.96  0.400
H 1.99 -5.32 -2.90  0.445
H -4.73 -5.76 0.23  0.424
N 4.92 -0.11 -4.87  -0.351
N -0.44 3.60 -1.02  -1.031
O 6.13 0.62 -3.00  -0.659
H 1.52 0.36 4.13  0.192
H 4.06 -0.01 -5.37  0.184
H -4.38 3.38 0.32  0.382
C -3.47 -4.27 -0.71  -0.667
H 2.48 -3.57 2.18  0.484
C -0.43 -2.19 3.25  -0.294
C 5.07 0.38 -3.59  0.175
C -4.34 2.32 0.58  -0.457
H 2.97 -3.44 4.57  0.381
N 1.59 0.99 -1.21  0.661
H -5.36 1.60 -1.15  0.381
C -1.13 4.23 -5.78  -0.449
C 1.31 -3.21 -0.34  0.228
H 0.20 -4.83 -1.28  0.393
C 1.12 -4.26 -1.26  -0.610
H 1.15 5.25 3.22  0.400
H -0.87 6.20 -4.94  0.387
C 0.21 3.76 1.19  -1.239
C -1.30 2.88 -5.52  -0.695
H 2.90 1.80 0.25  0.487
C 3.39 -3.96 -2.06  -0.799
H -4.02 3.51 3.25  0.428
H -3.11 0.36 3.09  0.248
C -1.15 3.31 -3.19  0.431
C -0.98 5.14 -4.73  -0.715
H -2.44 2.61 3.36  0.254
C -0.14 -2.16 4.62  -0.616
C 0.50 -2.65 2.36  0.345
C -4.13 -0.36 1.35  -0.297
C 2.57 -2.64 -0.21  -0.180
C 0.87 1.85 2.73  0.318
C -3.19 3.05 2.69  -1.487
C 2.01 3.73 4.47  -0.683
H -1.56 1.35 -4.02  0.362
H 5.77 -0.14 -5.43  0.261

For the HOMO energy (alpha / beta), the calculation gives -5.452 / -7.416 eV. The spin multiplicity is 2. Its LUMO energy (alpha / beta) is -0.0147 / -0.0074 Ha. The orbital gap (alpha / beta) is 5.052 / 7.213 eV.